C53H146N4O18 | the ωB97M-V functional and the def2-TZVPD basis

Values from the calculation:
spin multiplicity: 1
LUMO: 0.49 eV
F_max: 2.40 eV Å⁻¹
HOMO energy: -0.32826 Eh

Structure (XYZ):
```
221
Properties=species:S:1:pos:R:3:lowdin_charge:R:1
C -3.760 -2.144 -3.558 -0.079
C -3.344 -3.450 -2.884 -0.285
O -1.919 -3.469 -2.827 -0.116
H -3.197 -1.956 -4.478 0.055
H -3.659 -1.274 -2.923 0.056
H -4.846 -2.178 -3.813 0.089
H -3.645 -4.245 -3.575 0.111
H -3.818 -3.590 -1.902 0.102
H -1.618 -4.330 -2.526 0.056
C -1.772 2.867 5.731 -0.078
C -2.549 3.220 4.475 -0.308
O -2.980 2.055 3.804 -0.136
H -0.755 2.572 5.491 0.057
H -2.214 2.096 6.382 0.084
H -1.662 3.751 6.363 0.075
H -1.902 3.818 3.819 0.101
H -3.443 3.797 4.729 0.107
H -3.472 2.314 2.972 0.048
C -1.900 3.000 -1.932 -0.063
C -2.977 3.984 -2.454 -0.286
O -4.161 3.900 -1.677 -0.110
H -1.047 2.961 -2.630 0.067
H -2.271 1.969 -1.872 0.067
H -1.534 3.226 -0.912 0.051
H -3.225 3.792 -3.496 0.097
H -2.665 5.057 -2.426 0.111
H -4.395 2.969 -1.527 0.077
C -0.823 -1.148 6.229 -0.069
C -1.236 -0.630 4.846 -0.366
O -2.590 -0.645 4.570 -0.095
H -1.305 -0.587 7.016 0.064
H 0.273 -1.040 6.217 0.070
H -1.158 -2.166 6.379 0.057
H -0.727 -1.312 4.117 0.096
H -0.771 0.333 4.690 0.080
H -2.918 0.262 4.232 0.085
C 6.148 -1.679 0.800 -0.065
C 4.886 -1.045 0.189 -0.279
O 4.724 -1.489 -1.169 -0.124
H 7.069 -1.343 0.282 0.080
H 6.143 -2.764 0.819 0.068
H 6.285 -1.233 1.802 0.073
H 4.936 0.043 0.232 0.085
H 3.951 -1.313 0.730 0.101
H 5.389 -1.182 -1.788 0.096
C -0.428 -3.371 -6.080 -0.056
C 0.593 -4.508 -6.036 -0.487
C 0.085 -5.661 -5.201 -0.050
O 0.826 -4.918 -7.394 -0.055
H -0.122 -2.564 -6.781 0.087
H -0.550 -2.898 -5.125 0.050
H -1.381 -3.766 -6.442 0.084
H 1.548 -4.129 -5.659 0.123
H -0.929 -5.927 -5.479 0.084
H 0.084 -5.384 -4.149 0.065
H 0.737 -6.528 -5.397 0.085
H 0.976 -5.868 -7.378 0.072
C 2.500 -0.958 -4.149 -0.051
C 2.495 0.282 -3.300 -0.489
C 3.329 1.361 -3.921 -0.035
O 1.145 0.767 -3.138 -0.100
H 2.130 -0.733 -5.173 0.097
H 1.795 -1.697 -3.767 0.059
H 3.452 -1.477 -4.219 0.077
H 2.912 0.021 -2.311 0.113
H 2.898 1.712 -4.869 0.098
H 4.315 0.926 -4.090 0.087
H 3.393 2.186 -3.200 0.052
H 0.626 0.011 -2.788 0.041
C 5.817 -6.372 -2.137 -0.058
C 5.215 -5.022 -2.439 -0.489
C 3.996 -5.098 -3.396 -0.045
O 4.881 -4.419 -1.193 -0.067
H 5.898 -6.951 -3.030 0.068
H 5.166 -6.951 -1.505 0.076
H 6.800 -6.285 -1.670 0.084
H 5.944 -4.387 -2.968 0.132
H 4.293 -5.472 -4.387 0.087
H 3.419 -4.203 -3.402 0.045
H 3.325 -5.827 -2.935 0.067
H 4.651 -3.477 -1.258 0.049
C -0.523 -7.090 1.071 -0.037
C -0.348 -6.088 -0.039 -0.513
C 0.844 -6.311 -0.869 -0.059
O -1.510 -6.095 -0.908 -0.071
H -0.797 -7.996 0.537 0.091
H -1.350 -6.742 1.724 0.085
H 0.390 -7.130 1.690 0.085
H -0.371 -5.053 0.245 0.107
H 1.752 -6.069 -0.324 0.089
H 0.913 -5.571 -1.677 0.064
H 0.882 -7.308 -1.328 0.100
H -2.295 -6.220 -0.356 0.089
C 4.513 2.944 -0.625 -0.051
C 3.505 3.892 -1.201 -0.449
C 2.081 3.520 -0.900 -0.044
O 3.684 5.251 -0.571 -0.098
H 4.338 2.825 0.434 0.073
H 5.532 3.314 -0.808 0.090
H 4.445 1.925 -1.056 0.072
H 3.686 4.104 -2.258 0.127
H 1.963 3.556 0.197 0.068
H 1.847 2.529 -1.289 0.069
H 1.386 4.258 -1.329 0.075
H 4.625 5.469 -0.773 0.096
C -5.454 -1.232 0.627 -0.031
C -4.039 -0.892 1.087 -0.467
C -3.179 -2.145 1.339 -0.045
O -3.435 -0.031 0.095 -0.071
H -5.838 -2.161 1.030 0.081
H -5.332 -1.447 -0.442 0.078
H -6.129 -0.372 0.721 0.051
H -4.021 -0.396 2.069 0.122
H -3.188 -2.850 0.459 0.087
H -3.495 -2.666 2.245 0.083
H -2.141 -1.799 1.463 0.057
H -2.527 0.066 0.404 0.040
C 1.369 4.449 2.960 -0.052
C 2.462 5.452 2.981 -0.512
C 2.070 6.685 3.730 -0.057
O 3.590 4.868 3.640 -0.053
H 1.052 3.993 3.883 0.082
H 1.657 3.600 2.338 0.050
H 0.548 4.913 2.412 0.077
H 2.710 5.680 1.957 0.115
H 2.886 7.405 3.867 0.086
H 1.660 6.417 4.723 0.094
H 1.195 7.126 3.234 0.075
H 4.312 5.514 3.560 0.092
C 3.215 -0.135 5.024 -0.052
C 2.665 -0.079 3.629 -0.542
C 3.386 0.943 2.760 -0.046
O 2.728 -1.332 3.005 -0.086
H 2.972 0.732 5.633 0.083
H 4.314 -0.196 4.876 0.096
H 2.819 -1.010 5.554 0.064
H 1.586 0.218 3.673 0.120
H 3.419 1.913 3.255 0.076
H 2.849 1.060 1.813 0.062
H 4.418 0.592 2.626 0.081
H 2.548 -2.046 3.682 0.058
C -1.966 0.531 -5.124 -0.048
C -0.984 1.424 -5.911 -0.511
C -1.639 2.363 -6.898 -0.059
O -0.280 2.213 -4.973 -0.094
H -1.358 -0.012 -4.410 0.058
H -2.497 -0.114 -5.823 0.077
H -2.604 1.212 -4.559 0.075
H -0.251 0.784 -6.423 0.130
H -2.490 2.904 -6.440 0.083
H -2.053 1.799 -7.739 0.076
H -0.865 3.044 -7.278 0.082
H 0.305 1.661 -4.394 0.046
C 0.300 -3.797 2.766 -0.055
C 0.487 -4.142 4.252 -0.385
C 0.384 -5.597 4.492 -0.224
O 1.482 -6.363 4.013 -0.202
C 1.518 -7.655 4.562 -0.120
N 1.844 -3.668 4.684 0.059
H -0.617 -4.244 2.427 0.062
H 1.134 -4.221 2.198 0.085
H 0.199 -2.732 2.501 0.062
H -0.365 -3.626 4.764 0.138
H -0.510 -5.978 4.030 0.113
H 0.345 -5.800 5.573 0.130
H 1.700 -7.644 5.633 0.085
H 2.321 -8.231 4.073 0.098
H 0.620 -8.259 4.402 0.088
H 2.460 -4.436 4.401 0.086
H 1.879 -3.685 5.710 0.091
C 0.766 7.973 -2.375 -0.046
C 0.368 7.899 -0.851 -0.410
C -0.501 6.710 -0.550 -0.209
O -0.730 6.722 0.841 -0.184
C -1.872 6.073 1.240 -0.150
N 1.631 7.971 -0.091 0.060
H -0.048 8.181 -3.075 0.073
H 1.351 7.056 -2.566 0.074
H 1.492 8.783 -2.444 0.066
H -0.208 8.777 -0.569 0.135
H -0.064 5.737 -0.887 0.123
H -1.440 6.890 -1.079 0.119
H -2.755 6.284 0.621 0.086
H -2.183 6.253 2.262 0.083
H -1.816 4.973 1.117 0.078
H 1.422 7.988 0.895 0.049
H 2.210 7.169 -0.210 0.030
C 1.510 -2.353 -0.738 -0.032
C 0.264 -1.552 -0.451 -0.389
C 0.611 -0.322 0.373 -0.184
O -0.552 0.441 0.507 -0.219
C -0.364 1.674 1.151 -0.073
N -0.367 -1.164 -1.711 0.091
H 2.416 -1.755 -0.817 0.051
H 1.325 -2.958 -1.612 0.069
H 1.747 -3.052 0.073 0.079
H -0.393 -2.158 0.210 0.119
H 1.368 0.256 -0.203 0.130
H 1.008 -0.531 1.364 0.111
H -1.337 2.147 1.112 0.076
H 0.340 2.220 0.515 0.064
H 0.034 1.549 2.170 0.093
H -1.140 -0.542 -1.510 0.077
H -0.832 -1.938 -2.136 0.044
C -5.453 4.729 2.108 -0.040
C -5.709 3.231 1.998 -0.461
C -6.968 2.966 1.274 -0.233
O -7.202 1.575 1.211 -0.211
C -8.418 1.329 0.557 -0.104
N -4.539 2.572 1.471 0.062
H -4.500 4.845 2.637 0.067
H -6.281 5.189 2.688 0.093
H -5.499 5.152 1.101 0.085
H -5.762 2.831 3.015 0.143
H -6.927 3.414 0.250 0.140
H -7.807 3.537 1.767 0.145
H -8.590 2.065 -0.239 0.090
H -9.179 1.452 1.344 0.096
H -8.331 0.282 0.217 0.094
H -4.744 1.619 1.079 0.088
H -4.075 3.144 0.764 0.074
```

=====

C3H9ClSSi | the ωB97M-V functional and the def2-TZVPD basis

Values from the calculation:
structure (SMILES): C[Si](C)=CCl.S
spin multiplicity: 1
LUMO: 0.51 eV
F_max: 4.22 eV Å⁻¹
energy relative to the best compared isomer or geometry (same formula, charge and spin): 270.9 kJ/mol
HOMO energy: -0.28631 Eh

Structure (XYZ):
```
15
Properties=species:S:1:pos:R:3:lowdin_charge:R:1
C 1.944 -1.255 -0.263 -0.231
C -0.610 -0.459 1.422 -0.194
C 0.633 1.738 -0.639 -0.881
Si 0.703 0.112 0.103 0.705
S -3.112 0.397 -1.545 0.463
Cl -0.436 2.921 -0.154 0.528
H 1.782 -2.241 0.309 0.063
H 2.091 -1.542 -1.278 0.003
H 2.932 -0.948 0.094 0.018
H -1.069 -1.332 0.981 0.018
H -0.196 -0.809 2.322 0.004
H -1.143 0.440 1.526 -0.014
H -2.121 1.234 -0.972 -0.238
H 1.434 2.133 -1.386 0.026
H -2.831 -0.390 -0.519 -0.271
```